{
  "formula": "C19H38F3GaN2P2Si2",
  "method": "ωB97M-V/def2-TZVPD",
  "elements": ["Ga", "C", "Si", "C", "C", "N", "C", "C", "C", "C", "C", "C", "N", "Si", "C", "C", "C", "H", "H", "H", "H", "H", "H", "H", "H", "H", "H", "H", "H", "H", "H", "H", "H", "H", "H", "H", "H", "H", "H", "C", "P", "C", "C", "C", "P", "C", "C", "H", "H", "H", "H", "H", "H", "H", "H", "H", "H", "H", "H", "H", "H", "H", "H", "F", "C", "F", "F"],
  "coordinates": [[0.0575, 0.1668, 0.3343], [3.9327, -0.8548, -1.9547], [3.0932, -1.3240, -0.3374], [4.2840, -1.5854, 1.0967], [2.5298, -3.0567, -0.7430], [1.9460, -0.0357, 0.1146], [2.4778, 1.2788, 0.1164], [3.8442, 1.5820, 0.1199], [4.3227, 2.8836, 0.0961], [3.4314, 3.9373, 0.0476], [2.0722, 3.6654, 0.0494], [1.5691, 2.3639, 0.1126], [0.1863, 2.0754, 0.1822], [-0.9404, 3.4000, -0.0118], [-0.7729, 4.2907, -1.6465], [-2.6504, 2.6908, 0.0597], [-0.8327, 4.6364, 1.3994], [4.6577, -1.6289, -2.2224], [4.4438, 0.1042, -1.9648], [3.1742, -0.8299, -2.7432], [4.9260, -2.4472, 0.8914], [3.7110, -1.8083, 2.0018], [4.9269, -0.7345, 1.3193], [3.4073, -3.5236, -1.2044], [1.7142, -3.1040, -1.4632], [2.2577, -3.6497, 0.1252], [4.5714, 0.7919, 0.1544], [5.3904, 3.0616, 0.1109], [3.7780, 4.9623, 0.0203], [1.3909, 4.5009, 0.0159], [-0.7251, 3.5745, -2.4709], [0.1164, 4.9181, -1.7034], [-1.6448, 4.9326, -1.8061], [-2.8452, 2.0824, -0.8223], [-3.4062, 3.4787, 0.1060], [-2.7587, 2.0599, 0.9442], [0.0620, 5.2576, 1.3646], [-0.8433, 4.1302, 2.3679], [-1.6993, 5.3041, 1.3620], [-4.3581, -0.0784, -0.2876], [-2.7433, -0.9188, 0.1195], [-3.1930, -2.4420, -0.8092], [-3.1447, -1.1749, 1.9162], [-1.9824, -1.3105, 2.9043], [-0.6310, -0.1095, 2.6571], [0.7021, -0.6865, 3.7424], [-1.1930, 1.4078, 3.4807], [-5.1753, -0.7597, -0.0417], [-4.4016, 0.1340, -1.3568], [-4.5093, 0.8527, 0.2521], [-4.0991, -2.8616, -0.3668], [-2.4194, -3.1986, -0.8250], [-3.4230, -2.1452, -1.8341], [-3.7806, -2.0591, 1.9954], [-3.7615, -0.3146, 2.1921], [-1.5255, -2.2894, 2.8204], [-2.3480, -1.1966, 3.9299], [0.3220, -0.7909, 4.7595], [1.5166, 0.0388, 3.7309], [1.0777, -1.6419, 3.3844], [-1.4148, 1.1911, 4.5256], [-2.0788, 1.8130, 2.9934], [-0.3991, 2.1526, 3.4205], [-0.1591, -1.8037, -0.7051], [-0.7590, -2.5606, 0.4505], [0.3276, -2.5247, 1.3482], [-0.6829, -3.8201, -0.0439]],
  "atomic_forces_ev_per_a": [[0.2, 0.1, 0.1], [0.1, 0.1, 0.0], [-0.1, 0.2, 0.0], [0.1, 0.0, 0.0], [-0.3, 0.0, 0.0], [0.0, -0.1, -0.1], [0.1, -0.1, 0.0], [-0.1, 0.0, 0.1], [0.0, 0.0, 0.0], [0.0, 0.0, 0.0], [-0.1, -0.1, 0.0], [0.0, 0.1, 0.0], [-0.1, 0.0, -0.3], [0.1, -0.1, 0.1], [0.1, 0.0, -0.1], [-0.1, -0.1, 0.0], [0.0, 0.1, 0.0], [0.0, 0.0, 0.0], [0.0, 0.0, 0.0], [0.0, 0.0, 0.0], [0.0, 0.0, 0.0], [0.0, 0.0, 0.0], [0.0, -0.1, 0.1], [0.0, 0.0, 0.1], [0.0, 0.0, 0.0], [-0.1, 0.0, 0.1], [0.0, -0.1, 0.0], [0.0, 0.0, 0.0], [0.0, 0.0, 0.0], [0.0, 0.0, 0.0], [0.0, 0.0, 0.0], [0.0, 0.0, 0.0], [0.0, 0.0, 0.0], [-0.1, -0.1, 0.0], [0.0, 0.0, 0.0], [-0.1, 0.0, 0.0], [0.0, 0.0, 0.1], [0.0, 0.0, 0.0], [0.0, 0.0, 0.0], [0.1, 0.0, 0.0], [-0.1, 0.3, 0.0], [-0.1, 0.1, -0.1], [0.0, 0.0, -0.1], [0.0, 0.1, 0.0], [-0.1, -0.4, 0.0], [0.0, 0.1, -0.1], [0.1, 0.1, -0.2], [-0.1, 0.0, 0.0], [0.0, 0.0, 0.0], [0.0, 0.0, 0.0], [0.0, 0.0, 0.0], [-0.3, 0.1, -0.1], [-0.1, 0.0, 0.0], [-0.1, 0.0, 0.0], [0.0, 0.0, 0.0], [0.0, -0.1, 0.0], [0.0, 0.0, 0.0], [0.0, 0.0, 0.0], [0.0, 0.0, 0.0], [0.0, 0.0, 0.0], [0.0, 0.0, 0.0], [0.0, 0.0, 0.0], [0.0, 0.0, 0.0], [0.2, 0.3, 0.3], [0.6, -0.2, 0.4], [0.0, -0.1, -0.2], [0.1, -0.1, 0.1]],
  "lowdin_charge": [0.454, -0.164, 0.450, -0.164, -0.186, -0.100, -0.299, -0.079, -0.104, -0.105, -0.069, -0.297, -0.123, 0.386, -0.161, -0.190, -0.158, 0.032, 0.018, 0.039, 0.034, 0.026, 0.016, 0.037, 0.027, 0.025, 0.060, 0.099, 0.098, 0.056, 0.038, 0.025, 0.034, 0.024, 0.049, -0.002, 0.023, 0.013, 0.036, -0.301, 0.860, -0.252, -0.383, -0.386, 0.867, -0.219, -0.224, 0.041, 0.042, 0.013, 0.051, 0.012, 0.051, 0.090, 0.072, 0.069, 0.092, 0.056, 0.060, 0.041, 0.057, 0.037, 0.046, -0.164, -0.446, -0.092, 0.013],
  "gap_ev": 7.3,
  "spin_multiplicity": 1,
  "de_lowest_ev": 0.477,
  "lumo_energy_ev": 0.31
}

{
  "formula": "C40H50N4O34S6",
  "method": "ωB97M-V/def2-TZVPD",
  "elements": ["C", "C", "O", "S", "O", "O", "O", "H", "H", "H", "H", "C", "C", "O", "S", "O", "O", "O", "H", "H", "H", "H", "C", "C", "O", "S", "O", "O", "O", "H", "H", "H", "H", "C", "C", "O", "S", "O", "O", "O", "H", "H", "H", "H", "C", "C", "O", "S", "O", "O", "O", "H", "H", "H", "H", "C", "C", "O", "S", "O", "O", "O", "H", "H", "H", "H", "C", "C", "C", "C", "C", "C", "N", "O", "O", "H", "H", "H", "H", "H", "C", "C", "C", "C", "C", "C", "N", "O", "O", "H", "H", "H", "H", "H", "C", "C", "C", "C", "C", "C", "N", "O", "O", "H", "H", "H", "H", "H", "C", "C", "C", "C", "C", "C", "N", "O", "O", "H", "H", "H", "H", "H", "O", "C", "O", "C", "C", "C", "H", "H", "H", "H", "H", "H"],
  "coordinates": [[39.7840, 11.8084, -15.7807], [40.6469, 12.8404, -15.0287], [40.2069, 12.8100, -13.6613], [39.4052, 11.4724, -13.3323], [38.3639, 11.8576, -12.4461], [40.2292, 10.4201, -12.8619], [38.8389, 11.3001, -14.8200], [40.3042, 10.9380, -16.1830], [39.2065, 12.1817, -16.6262], [40.5413, 13.8400, -15.4062], [41.6298, 12.3722, -14.9756], [35.3380, 17.3853, -19.9376], [33.8386, 17.6591, -19.8660], [33.4195, 17.4589, -18.5316], [34.4742, 16.6729, -17.6474], [34.0130, 15.3749, -17.3368], [34.9753, 17.5142, -16.6227], [35.6325, 16.5578, -18.7754], [36.1087, 18.1472, -19.8388], [35.5118, 16.8049, -20.8449], [33.2802, 16.9891, -20.5137], [33.7198, 18.6949, -20.1883], [43.0637, 16.9158, -12.0904], [41.6995, 16.3392, -12.3232], [42.0602, 15.1407, -13.0391], [43.3453, 14.4502, -12.3565], [44.3419, 14.0072, -13.2603], [42.9754, 13.5272, -11.3433], [43.8141, 15.8136, -11.5926], [43.0864, 17.6597, -11.2865], [43.5315, 17.4319, -12.9322], [41.0713, 17.0035, -12.9158], [41.1336, 16.1090, -11.4203], [44.1711, 17.8579, -8.0835], [43.5390, 19.1709, -7.6501], [42.1520, 19.0798, -8.0776], [41.6988, 17.5459, -8.1827], [40.7700, 17.3615, -9.2391], [41.3388, 17.0799, -6.8946], [43.1434, 16.9568, -8.5268], [44.7443, 17.3299, -7.3201], [44.8922, 17.9170, -8.9001], [43.9524, 20.0529, -8.1261], [43.4320, 19.3015, -6.5747], [35.2092, 16.5997, -7.8929], [36.4762, 15.8611, -7.6265], [36.2262, 14.5269, -8.1086], [34.9600, 14.4233, -9.0914], [33.9811, 13.6676, -8.3981], [35.3609, 14.1283, -10.4169], [34.6405, 16.0179, -9.0692], [35.2368, 17.6794, -8.0248], [34.5034, 16.5058, -7.0569], [36.7393, 15.7447, -6.5749], [37.3885, 16.1925, -8.1221], [33.3543, 22.8170, -10.0491], [34.3061, 21.6224, -10.0811], [35.3487, 21.9404, -9.1613], [34.7420, 22.6823, -7.8691], [35.5304, 23.7829, -7.4521], [34.2218, 21.8204, -6.8750], [33.4621, 23.2651, -8.7082], [32.3677, 22.3773, -10.1790], [33.6074, 23.5933, -10.7695], [34.7573, 21.2850, -11.0080], [33.7000, 20.7978, -9.6870], [38.5944, 19.6893, -17.9487], [37.8513, 20.1026, -19.0542], [36.6064, 20.6784, -18.8643], [36.1252, 20.7960, -17.5717], [36.7917, 20.2966, -16.4633], [38.0577, 19.7748, -16.6722], [34.8464, 21.4774, -17.3571], [34.0990, 21.6010, -18.3273], [34.5726, 21.8598, -16.2385], [39.6191, 19.3794, -18.1151], [38.2761, 19.8953, -20.0286], [36.0893, 21.0831, -19.7230], [36.3075, 20.3777, -15.5023], [38.6111, 19.2325, -15.9121], [38.7458, 15.8733, -19.3338], [39.5548, 16.0744, -20.4371], [40.8416, 16.5778, -20.2972], [41.3234, 16.8107, -19.0199], [40.4792, 16.7627, -17.9307], [39.2142, 16.2155, -18.0633], [42.7558, 17.0764, -18.8492], [43.5368, 16.6058, -19.6348], [43.0407, 17.7685, -17.8973], [37.7302, 15.5199, -19.4453], [39.2981, 15.7513, -21.4394], [41.5299, 16.6486, -21.1285], [40.8190, 17.0156, -16.9332], [38.4523, 16.2306, -17.2934], [38.3649, 15.2337, -12.2148], [38.2537, 16.0885, -11.1349], [37.5114, 17.2633, -11.2240], [36.8849, 17.5765, -12.4060], [37.0095, 16.7693, -13.5200], [37.8303, 15.6446, -13.4344], [35.9307, 18.7116, -12.4491], [35.1307, 18.7694, -11.5273], [35.9194, 19.4714, -13.4025], [38.8857, 14.2959, -12.1032], [38.7215, 15.9643, -10.1652], [37.5817, 17.9027, -10.3524], [36.6583, 17.0248, -14.5122], [38.0939, 15.1144, -14.3410], [39.3447, 13.0216, -9.5061], [40.4956, 13.7329, -9.1840], [40.7081, 13.9994, -7.8360], [39.8693, 13.5233, -6.8653], [38.7187, 12.7807, -7.1823], [38.5615, 12.4431, -8.5089], [40.1250, 13.7290, -5.4370], [40.9038, 14.6040, -5.1357], [39.5833, 13.0000, -4.6429], [39.1558, 12.7624, -10.5400], [41.0680, 14.1408, -10.0034], [41.5893, 14.5927, -7.6270], [38.2064, 12.3134, -6.3558], [37.7018, 11.8999, -8.8863], [37.8967, 18.4543, -7.7836], [38.2761, 19.5706, -8.0242], [38.3722, 20.4761, -7.0318], [38.4523, 21.8243, -7.5069], [38.9852, 21.6459, -8.9426], [38.3964, 20.2699, -9.3676], [39.2963, 22.3007, -7.0149], [37.5336, 22.3971, -7.5227], [40.0605, 21.5335, -9.0709], [38.5999, 22.3378, -9.6914], [39.0957, 19.6886, -9.9632], [37.3832, 20.4208, -9.7361]],
  "atomic_forces_ev_per_a": [[-0.8, -0.6, -0.5], [0.4, -1.9, 0.5], [-0.1, 0.0, -0.1], [-0.9, 0.8, 1.0], [-0.5, 0.1, -0.5], [0.6, -0.2, -1.2], [0.1, -0.2, 0.6], [0.5, 0.2, 0.3], [-0.1, 0.4, 0.3], [0.4, 0.3, 0.0], [0.5, 1.0, -0.5], [0.7, -1.4, 0.6], [0.7, 0.9, -0.7], [-0.1, 0.2, 0.5], [1.2, 0.0, -0.6], [-0.3, -0.2, 0.0], [-0.2, 0.3, 0.3], [-1.0, -0.4, 0.0], [-0.8, 0.8, -0.4], [0.3, -0.1, 0.1], [0.0, 0.0, 0.0], [-0.6, 0.0, 0.3], [0.2, 1.4, 1.6], [0.1, 0.5, -0.2], [0.1, -0.9, -0.6], [0.4, 0.5, 1.7], [-0.5, 0.6, -1.0], [-0.6, 0.1, 0.0], [0.3, -0.8, -0.9], [-0.3, -0.2, 0.0], [-0.1, -0.6, -0.4], [0.0, -0.4, -0.4], [0.3, -0.1, 0.1], [1.4, -1.1, -0.2], [-1.3, 0.0, 0.4], [-0.2, -0.3, -1.1], [0.1, -0.1, 1.4], [0.5, 0.3, -0.7], [0.0, 0.1, 0.2], [-0.7, 0.5, -0.5], [-0.4, 0.3, 0.5], [-0.3, 0.5, -0.3], [0.1, 0.0, 0.0], [0.7, -0.1, 0.1], [-1.4, 0.9, 0.7], [1.4, -0.7, 0.1], [-0.6, -0.6, -0.5], [0.9, 1.6, 0.9], [-0.3, -0.1, -0.3], [-0.1, -0.4, -0.1], [0.0, -0.9, -0.1], [0.7, -0.1, -0.4], [0.1, -0.5, -0.1], [-0.3, 0.2, 0.0], [-0.4, 0.4, -0.2], [0.6, -0.9, -0.2], [-0.9, -0.7, 0.3], [0.9, 0.2, 1.1], [-2.2, 1.0, -1.3], [0.7, -0.2, -0.4], [0.3, -0.8, -0.2], [0.4, 0.3, 0.8], [-0.2, 0.6, -0.3], [-0.2, 0.2, 0.2], [0.0, 0.4, -0.1], [0.5, -0.2, 0.0], [-0.2, 0.6, -0.5], [0.4, -0.4, 0.5], [0.3, 0.1, -0.4], [0.1, 0.0, 0.0], [0.0, 0.4, -0.3], [0.2, -1.0, 0.0], [-1.1, 0.0, -0.4], [0.6, -0.1, 0.5], [0.2, -0.1, -0.2], [-0.1, -0.4, 0.2], [-0.2, 0.5, -0.2], [-0.3, 0.0, 0.2], [0.2, -0.2, 0.1], [-0.1, 0.6, 0.4], [0.1, 0.2, 0.1], [0.5, -0.1, -0.6], [0.5, -0.7, 0.4], [-0.5, 0.0, -0.8], [0.1, -0.8, 1.2], [-0.9, 0.8, -1.1], [-0.6, 0.6, 0.5], [0.2, -0.2, -0.4], [0.4, 0.2, 0.5], [0.1, -0.2, 0.0], [-0.5, 0.2, 0.1], [-0.1, 0.0, -0.1], [0.2, 0.1, -0.2], [0.5, -0.2, 0.5], [0.1, 0.3, 0.0], [-0.4, 0.7, 0.4], [0.7, -0.2, 0.4], [-0.7, 0.1, -0.2], [1.2, -0.1, -0.7], [-0.1, 0.0, 0.3], [-0.5, -0.2, 0.1], [0.5, 0.2, -0.1], [0.4, -0.3, 0.2], [0.1, 0.0, -0.2], [0.2, -0.6, -0.2], [-0.7, 0.2, -0.1], [-0.5, 0.3, 0.3], [-0.4, -0.3, 0.0], [0.9, -0.8, 0.1], [-1.8, 0.0, 0.2], [1.6, 0.9, -0.7], [-1.5, -0.7, -0.2], [1.8, -0.6, 0.1], [-1.2, 0.8, -0.9], [0.7, 0.4, -0.3], [0.3, 0.4, 0.1], [-0.5, -0.4, 0.3], [-0.2, 0.1, 0.1], [0.5, 0.0, 0.4], [-0.1, -0.1, 0.6], [-0.5, 0.2, -0.2], [0.0, -0.3, 0.5], [0.8, 0.0, -0.3], [-1.9, 0.2, 0.2], [-0.3, 0.3, 0.7], [2.4, -0.3, -1.7], [-1.0, -1.2, -1.7], [1.0, 0.4, 1.4], [-0.6, 0.3, 0.8], [-0.2, -0.3, 0.6], [0.1, 0.5, 0.6], [0.3, 0.6, 0.4], [-0.5, 0.0, -0.5], [0.1, -0.5, -0.4]],
  "lowdin_charge": [-0.140, -0.128, -0.227, 0.592, -0.230, -0.196, -0.182, 0.130, 0.128, 0.121, 0.136, -0.132, -0.153, -0.165, 0.594, -0.202, -0.223, -0.232, 0.105, 0.129, 0.134, 0.137, -0.181, -0.152, -0.203, 0.617, -0.208, -0.216, -0.185, 0.124, 0.138, 0.141, 0.099, -0.146, -0.118, -0.208, 0.573, -0.222, -0.199, -0.195, 0.137, 0.130, 0.132, 0.135, -0.173, -0.159, -0.218, 0.609, -0.217, -0.221, -0.191, 0.128, 0.135, 0.142, 0.099, -0.157, -0.167, -0.212, 0.619, -0.218, -0.204, -0.192, 0.134, 0.133, 0.121, 0.133, -0.072, -0.077, -0.021, -0.149, 0.008, -0.051, -0.339, 0.058, 0.094, 0.100, 0.110, 0.122, 0.095, 0.110, -0.066, -0.060, 0.001, -0.158, -0.033, -0.063, -0.365, 0.105, 0.082, 0.095, 0.111, 0.123, 0.120, 0.108, -0.050, -0.055, 0.005, -0.137, 0.009, -0.041, -0.323, 0.086, 0.073, 0.075, 0.096, 0.098, 0.106, 0.102, -0.054, -0.043, -0.008, -0.139, 0.006, -0.053, -0.361, 0.083, 0.078, 0.075, 0.082, 0.106, 0.120, 0.119, 0.110, -0.465, 0.043, -0.118, -0.129, -0.072, 0.127, 0.092, 0.108, 0.114, 0.114, 0.112],
  "gap_ev": 8.5,
  "spin_multiplicity": 1,
  "de_lowest_ev": 0.000,
  "smiles": "O=[N+]([O-])c1ccccc1.O=[N+]([O-])c1ccccc1.O=[N+]([O-])c1ccccc1.O=[N+]([O-])c1ccccc1.O=S1(=O)OCCO1.O=S1(=O)OCCO1.O=S1(=O)OCCO1.O=S1(=O)OCCO1.O=S1(=O)OCCO1.O=S1(=O)OCCO1.O=C1CCCO1",
  "lumo_energy_ev": -0.99
}

{
  "formula": "C7H17NO",
  "method": "ωB97M-V/def2-TZVPD",
  "elements": ["C", "C", "C", "C", "H", "H", "H", "H", "H", "H", "H", "H", "H", "H", "O", "C", "N", "C", "C", "H", "H", "H", "H", "H", "H", "H"],
  "coordinates": [[1.2237, 0.0540, -2.1676], [2.5847, -0.5037, 1.4503], [1.6656, -0.6951, -0.9108], [2.1428, 0.2454, 0.1936], [0.8849, -0.6497, -2.9464], [2.0630, 0.6462, -2.5694], [0.3933, 0.7390, -1.9270], [3.4151, -1.1887, 1.2097], [1.7454, -1.0959, 1.8522], [2.9235, 0.2000, 2.2292], [0.8214, -1.2984, -0.5253], [2.4877, -1.3910, -1.1664], [2.9870, 0.8488, -0.1920], [1.3207, 0.9413, 0.4491], [-1.3881, -1.5694, 1.8048], [-1.5308, -0.3694, 1.6165], [-2.1475, 0.1987, 0.5459], [-2.2698, 1.6318, 0.4096], [-2.7085, -0.6258, -0.5013], [-1.1533, 0.3999, 2.3330], [-1.7701, 1.9809, -0.5097], [-3.3305, 1.9316, 0.3690], [-1.7976, 2.1252, 1.2757], [-2.5354, -1.6865, -0.2531], [-3.7947, -0.4595, -0.5968], [-2.2327, -0.4096, -1.4726]],
  "atomic_forces_ev_per_a": [[0.0, -0.1, -0.1], [0.0, 0.0, 0.1], [-0.1, -0.2, 0.0], [0.1, 0.1, 0.0], [0.1, 0.3, 0.2], [-0.4, -0.1, 0.1], [0.3, -0.2, -0.2], [-0.3, 0.2, 0.2], [0.3, 0.1, -0.1], [-0.1, -0.3, -0.2], [0.4, 0.1, -0.1], [-0.4, 0.2, 0.1], [-0.4, -0.1, 0.2], [0.3, -0.1, -0.1], [-0.1, 0.9, -0.2], [0.1, -0.3, 0.2], [0.1, -0.2, 0.2], [0.1, 0.3, 0.1], [-0.1, -0.5, -0.2], [-0.1, -0.3, -0.2], [-0.2, -0.1, 0.3], [0.3, -0.1, 0.0], [-0.2, -0.2, -0.4], [-0.1, 0.5, -0.1], [0.3, 0.0, 0.0], [-0.1, 0.0, 0.3]],
  "lowdin_charge": [-0.125, -0.121, -0.293, -0.298, 0.071, 0.074, 0.058, 0.074, 0.069, 0.070, 0.105, 0.112, 0.110, 0.100, -0.003, -0.344, -0.209, -0.070, -0.052, 0.136, 0.086, 0.091, 0.087, 0.091, 0.092, 0.088],
  "gap_ev": 10.3,
  "spin_multiplicity": 1,
  "de_lowest_ev": 0.669,
  "smiles": "CN(C)C=O.CCCC",
  "lumo_energy_ev": 0.80
}